Below is 14 unconnected molecules or ions with the total composition C66H147O38P5S9, with properties calculated with wB97M-V/def2-TZVPD.

Properties
Lowest unoccupied orbital energy (alpha / beta), eV: -2.154 / -8.760
Molecular weight, g/mol: 1992.34
Multiplicity: 2
Total charge: +1
Largest force on an atom, eV Å⁻¹: 4.56
Gap between HOMO and LUMO (alpha / beta), eV: 8.975 / 2.369

Last column: Löwdin charge in e.
Atoms and positions in Å:
C: -15.482 -14.011 18.881  -0.203
C: -15.043 -13.603 20.339  -0.161
C: -16.179 -12.682 20.855  -0.188
S: -16.910 -11.891 19.317  0.727
O: -16.558 -10.457 19.368  -0.363
O: -18.280 -12.387 19.168  -0.369
C: -15.847 -12.741 18.090  -0.214
H: -16.397 -14.599 18.806  0.103
H: -14.715 -14.538 18.313  0.117
H: -14.160 -12.972 20.233  0.117
H: -14.938 -14.412 21.061  0.121
H: -15.909 -12.011 21.671  0.108
H: -16.986 -13.245 21.323  0.068
H: -15.024 -12.039 17.952  0.102
H: -16.338 -12.787 17.118  0.094
C: -26.048 -14.338 21.868  -0.191
C: -25.967 -15.566 20.879  -0.209
C: -27.244 -16.349 21.135  -0.190
S: -27.435 -16.311 22.968  0.748
O: -26.617 -17.374 23.633  -0.357
O: -28.825 -16.072 23.335  -0.333
C: -26.462 -14.829 23.286  -0.218
H: -26.640 -13.536 21.427  0.099
H: -25.032 -13.964 22.001  0.079
H: -25.086 -16.181 21.064  0.109
H: -25.929 -15.214 19.848  0.083
H: -27.278 -17.356 20.718  0.111
H: -28.121 -15.811 20.775  0.081
H: -25.587 -15.045 23.898  0.096
H: -27.052 -14.146 23.898  0.093
C: -21.180 -13.907 22.925  -0.197
C: -19.779 -13.665 22.373  -0.199
C: -19.516 -14.511 21.118  -0.238
S: -20.630 -15.943 21.211  0.703
O: -19.830 -16.861 21.994  -0.321
O: -21.133 -16.391 19.905  -0.354
C: -21.887 -15.106 22.241  -0.185
H: -21.786 -13.012 22.778  0.084
H: -21.311 -14.070 23.995  0.100
H: -19.037 -14.063 23.065  0.117
H: -19.596 -12.600 22.235  0.100
H: -18.507 -14.884 20.945  0.098
H: -19.931 -13.889 20.324  0.068
H: -22.479 -15.732 22.908  0.117
H: -22.560 -14.664 21.507  0.073
C: -20.035 -9.238 18.723  -0.229
C: -20.471 -7.797 18.748  -0.170
C: -21.698 -7.739 17.874  -0.125
S: -21.307 -8.758 16.366  0.875
O: -20.697 -7.917 15.347  -0.187
O: -22.373 -9.741 16.050  -0.226
C: -19.928 -9.686 17.338  -0.097
H: -20.722 -9.861 19.295  0.102
H: -19.037 -9.368 19.141  0.133
H: -19.618 -7.212 18.407  0.140
H: -20.749 -7.498 19.759  0.139
H: -22.155 -6.796 17.574  0.109
H: -22.418 -8.353 18.415  0.099
H: -19.003 -9.419 16.826  0.134
H: -20.147 -10.750 17.246  0.101
C: -26.114 -7.577 21.209  -0.176
C: -25.293 -8.506 22.174  -0.192
C: -25.488 -9.954 21.648  -0.205
S: -27.242 -10.053 21.125  0.706
O: -28.143 -10.679 22.117  -0.340
O: -27.318 -10.388 19.716  -0.338
C: -27.551 -8.234 21.267  -0.197
H: -25.758 -7.788 20.201  0.086
H: -26.129 -6.546 21.561  0.120
H: -25.738 -8.215 23.125  0.113
H: -24.230 -8.269 22.141  0.098
H: -25.255 -10.867 22.197  0.091
H: -24.921 -9.948 20.717  0.063
H: -27.900 -7.955 22.261  0.097
H: -28.383 -8.032 20.592  0.099
C: -23.962 -19.760 18.225  -0.248
C: -23.541 -18.350 18.638  -0.188
C: -24.425 -17.278 17.850  -0.161
S: -25.712 -18.344 16.956  0.711
O: -25.922 -17.815 15.639  -0.341
O: -26.803 -18.650 17.897  -0.328
C: -24.557 -19.770 16.852  -0.214
H: -24.667 -20.079 18.993  0.117
H: -23.117 -20.449 18.251  0.121
H: -22.483 -18.177 18.439  0.094
H: -23.702 -18.163 19.700  0.102
H: -23.829 -16.905 17.016  0.056
H: -24.801 -16.376 18.331  0.069
H: -23.814 -19.700 16.058  0.111
H: -25.146 -20.666 16.656  0.111
C: -26.872 -8.337 17.011  -0.198
C: -27.349 -7.509 15.734  -0.170
C: -26.707 -6.144 16.051  -0.186
S: -24.969 -6.553 16.618  0.732
O: -24.682 -5.903 17.923  -0.363
O: -23.977 -6.462 15.561  -0.342
C: -25.356 -8.320 16.975  -0.228
H: -27.199 -9.377 17.010  0.098
H: -27.192 -7.851 17.933  0.104
H: -28.439 -7.474 15.742  0.116
H: -27.031 -7.818 14.738  0.099
H: -27.142 -5.822 16.997  0.092
H: -26.841 -5.294 15.382  0.112
H: -24.740 -8.634 17.818  0.082
H: -25.134 -8.916 16.089  0.063
C: -22.279 -13.232 16.530  -0.168
C: -23.883 -13.283 16.313  -0.156
C: -24.558 -12.157 17.157  -0.158
S: -23.557 -12.105 18.757  0.766
O: -24.191 -12.994 19.721  -0.335
O: -23.208 -10.714 19.193  -0.380
C: -22.113 -13.100 18.057  -0.191
H: -21.769 -12.387 16.066  0.079
H: -21.749 -14.068 16.074  0.087
H: -24.222 -14.227 16.737  0.092
H: -24.147 -13.355 15.258  0.100
H: -25.623 -12.053 17.365  0.091
H: -24.312 -11.295 16.537  0.063
H: -22.085 -14.134 18.402  0.091
H: -21.165 -12.719 18.436  0.075
C: -18.797 -11.527 12.178  -0.201
C: -19.587 -11.027 13.425  -0.184
C: -21.081 -11.294 13.123  -0.219
S: -21.344 -10.898 11.373  0.712
O: -21.464 -9.462 11.252  -0.333
O: -22.254 -11.823 10.668  -0.332
C: -19.574 -11.222 10.871  -0.185
H: -18.642 -12.606 12.176  0.077
H: -17.807 -11.082 12.076  0.110
H: -19.369 -9.960 13.474  0.105
H: -19.232 -11.468 14.357  0.096
H: -21.821 -10.740 13.700  0.076
H: -21.478 -12.307 13.184  0.074
H: -19.196 -10.452 10.198  0.102
H: -19.677 -12.118 10.259  0.079
C: -17.706 -16.137 10.216  -0.075
C: -18.591 -16.925 11.142  -0.322
O: -18.650 -16.365 12.415  -0.156
P: -19.880 -15.315 12.646  0.515
O: -20.084 -14.325 11.565  -0.213
O: -19.632 -14.650 14.135  -0.200
C: -19.459 -15.521 15.255  -0.271
C: -18.748 -14.781 16.379  -0.051
O: -21.212 -16.177 12.865  -0.160
C: -22.416 -15.450 13.057  -0.287
C: -23.365 -16.167 13.932  -0.066
H: -18.193 -15.185 10.006  0.067
H: -16.716 -15.960 10.638  0.081
H: -17.495 -16.613 9.259  0.085
H: -19.516 -17.109 10.594  0.125
H: -18.187 -17.933 11.244  0.124
H: -20.483 -15.829 15.471  0.102
H: -18.914 -16.429 14.998  0.122
H: -18.924 -15.379 17.272  0.089
H: -17.721 -14.545 16.102  0.076
H: -19.190 -13.804 16.577  0.057
H: -22.211 -14.441 13.414  0.095
H: -22.939 -15.311 12.111  0.134
H: -22.989 -16.456 14.913  0.063
H: -24.221 -15.504 14.061  0.071
H: -23.657 -17.130 13.513  0.093
C: -30.111 -17.395 17.132  -0.066
C: -30.982 -16.969 18.274  -0.266
O: -30.254 -15.938 18.932  -0.197
P: -30.907 -14.472 19.143  0.454
O: -31.766 -13.925 18.075  -0.227
O: -29.665 -13.572 19.571  -0.177
C: -28.485 -13.469 18.768  -0.274
C: -28.717 -12.626 17.532  -0.066
O: -31.697 -14.596 20.564  -0.175
C: -30.986 -14.605 21.838  -0.287
C: -31.949 -14.589 22.972  -0.070
H: -29.977 -16.564 16.439  0.064
H: -29.059 -17.447 17.413  0.054
H: -30.508 -18.259 16.598  0.093
H: -31.924 -16.550 17.920  0.115
H: -31.243 -17.856 18.850  0.123
H: -27.702 -12.961 19.330  0.090
H: -28.121 -14.467 18.523  0.109
H: -29.520 -13.083 16.954  0.074
H: -29.082 -11.683 17.941  0.085
H: -27.789 -12.628 16.962  0.056
H: -30.435 -15.545 21.873  0.083
H: -30.233 -13.819 21.897  0.112
H: -32.672 -15.387 22.807  0.084
H: -31.574 -14.799 23.973  0.082
H: -32.432 -13.612 22.957  0.081
C: -21.758 -10.078 21.977  -0.067
C: -21.824 -9.828 23.443  -0.336
O: -21.628 -10.957 24.192  -0.142
P: -22.668 -11.424 25.346  0.479
O: -22.446 -12.819 25.772  -0.210
O: -22.692 -10.283 26.446  -0.152
C: -23.200 -10.527 27.687  -0.332
C: -22.873 -9.348 28.552  -0.057
O: -24.122 -11.237 24.675  -0.175
C: -25.227 -11.883 25.322  -0.313
C: -26.358 -11.018 25.191  -0.079
H: -21.731 -9.172 21.371  0.072
H: -20.775 -10.495 21.756  0.077
H: -22.594 -10.741 21.755  0.072
H: -21.144 -9.023 23.722  0.130
H: -22.769 -9.327 23.654  0.104
H: -24.286 -10.588 27.610  0.111
H: -22.835 -11.463 28.110  0.131
H: -21.787 -9.393 28.642  0.083
H: -22.963 -8.422 27.984  0.080
H: -23.424 -9.221 29.484  0.089
H: -25.534 -12.863 24.958  0.103
H: -25.157 -12.085 26.391  0.117
H: -25.911 -10.044 25.388  0.091
H: -26.796 -10.959 24.194  0.059
H: -27.134 -11.200 25.935  0.104
C: -31.451 -17.236 9.689  -0.062
C: -31.149 -15.761 10.084  -0.271
O: -29.849 -15.550 10.605  -0.193
P: -29.491 -16.336 12.003  0.505
O: -30.715 -16.753 12.830  -0.256
O: -28.479 -17.490 11.556  -0.170
C: -27.364 -17.169 10.720  -0.285
C: -27.502 -17.813 9.374  -0.068
O: -28.536 -15.334 12.770  -0.193
C: -27.812 -15.692 13.900  -0.272
C: -27.127 -14.425 14.442  -0.042
H: -30.700 -17.622 8.999  0.058
H: -31.296 -17.861 10.569  0.060
H: -32.458 -17.449 9.330  0.081
H: -31.177 -15.019 9.286  0.117
H: -31.962 -15.499 10.761  0.110
H: -27.190 -16.103 10.569  0.101
H: -26.477 -17.634 11.151  0.119
H: -26.680 -17.557 8.706  0.087
H: -27.636 -18.885 9.516  0.088
H: -28.429 -17.446 8.933  0.061
H: -28.476 -16.078 14.674  0.109
H: -27.106 -16.495 13.691  0.104
H: -27.880 -13.650 14.587  0.062
H: -26.809 -14.776 15.424  0.067
H: -26.290 -14.093 13.828  0.064
C: -26.986 -13.101 10.706  -0.061
C: -26.325 -11.748 10.736  -0.304
O: -25.796 -11.431 11.957  -0.191
P: -26.275 -10.209 12.903  0.470
O: -25.675 -10.171 14.247  -0.231
O: -27.834 -10.232 12.879  -0.154
C: -28.626 -10.476 14.073  -0.242
C: -30.027 -9.861 13.912  -0.044
O: -25.898 -8.955 11.879  -0.200
C: -24.543 -8.591 11.577  -0.226
C: -23.841 -7.790 12.754  -0.060
H: -26.256 -13.838 11.043  0.073
H: -27.916 -13.266 11.250  0.068
H: -27.343 -13.386 9.716  0.085
H: -25.453 -11.766 10.081  0.126
H: -26.959 -10.906 10.459  0.121
H: -28.743 -11.559 14.095  0.102
H: -28.164 -10.290 15.043  0.090
H: -29.902 -8.788 13.768  0.075
H: -30.492 -10.361 13.062  0.083
H: -30.624 -10.104 14.790  0.084
H: -23.951 -9.470 11.321  0.072
H: -24.518 -8.154 10.579  0.123
H: -23.461 -8.376 13.591  0.040
H: -23.013 -7.143 12.465  0.077
H: -24.586 -7.130 13.198  0.052